No. 1
Here is a gas-phase ion, C6H14N3O4 (charge +1) from OMol25. Energies are from ωB97M-V with the def2-TZVPD basis set.

Geometry as XYZ:
```
27
Properties=species:S:1:pos:R:3:lowdin_charge:R:1
C -3.74 -0.68 0.13 -0.061
C -2.43 0.00 -0.27 -0.230
N -1.41 -0.38 0.66 0.036
N -0.21 -0.87 0.35 -0.047
N -0.26 -2.58 0.54 0.200
O 0.80 -3.06 0.87 -0.011
C 2.05 -2.82 0.14 -0.115
O 1.98 -2.05 -0.98 0.061
C 1.70 -0.71 -0.86 -0.334
O 2.38 -0.10 0.22 -0.056
C 2.61 1.31 0.12 -0.259
C 1.48 2.22 0.47 -0.077
O 0.27 -0.45 -0.80 0.034
H -4.15 -0.20 0.99 0.062
H -4.54 -0.65 -0.73 0.138
H -3.47 -1.69 0.38 0.075
H -2.35 -0.37 -1.22 0.081
H -2.32 1.14 -0.38 0.164
H -1.74 -0.84 1.61 0.221
H 2.47 -3.76 -0.13 0.140
H 2.82 -2.37 1.01 0.218
H 1.93 -0.19 -1.80 0.191
H 3.19 1.36 0.99 0.101
H 3.27 1.61 -0.76 0.162
H 1.93 3.23 0.55 0.098
H 0.71 2.16 -0.36 0.090
H 1.14 1.89 1.52 0.118
```

The SMILES is CCN[N+]1=NOCO[C@H](OCC)O1. The energy above the lowest of the compared OMol25 structures with the same formula, charge and spin is 180.0 kcal per mole. The HOMO energy (alpha / beta) is -14.05 / -13.19 eV. Its frontier orbital gap (alpha / beta) is 8.337 / 8.078 eV. Its calculated total energy is -701.6766 Eh. The net charge is +1. The multiplicity is 1.

***

No. 2
Here is a molecular structure, C6H14N3S from OMol25. Energies are from ωB97M-V with the def2-TZVPD basis set.

Geometry as XYZ:
```
24
Properties=species:S:1:pos:R:3:lowdin_charge:R:1
C 1.50 0.19 -0.29 -0.363
C -1.24 0.71 -0.05 -0.823
C -1.33 0.29 1.40 -0.067
C -2.58 1.06 -0.66 -0.070
C 3.55 1.40 0.17 -0.083
C 0.97 -2.21 -0.34 0.001
N 2.69 0.31 -0.11 0.083
N 0.65 -0.81 -0.50 -0.171
N -0.67 -0.48 -0.87 0.081
S 0.01 2.01 -0.34 0.877
H -0.36 -0.02 1.78 0.085
H -2.05 -0.52 1.54 0.097
H -1.66 1.14 1.98 0.101
H -2.48 1.36 -1.70 0.089
H -3.00 1.91 -0.12 0.103
H -3.28 0.23 -0.58 0.100
H 4.18 1.12 1.02 0.094
H 2.98 2.30 0.41 0.085
H 4.18 1.57 -0.70 0.096
H 0.77 -2.76 -1.27 0.100
H 2.03 -2.30 -0.11 0.103
H 0.40 -2.66 0.48 0.100
H -1.27 -1.31 -0.76 0.194
H -0.71 -0.18 -1.87 0.190
```

The energy above the lowest of the compared OMol25 structures with the same formula, charge and spin is 0.0 kcal per mole. The HOMO energy (alpha / beta) is -9.87 / -12.94 eV. The expectation value of S² is 2.0067. Its frontier orbital gap (alpha / beta) is 6.796 / 6.354 eV. Its calculated total energy is -799.0313 Eh. The net charge is +1. The multiplicity is 3.

***

No. 3
Here is 3 unconnected molecules or ions with the total composition C6H14N4O2 from OMol25. Energies are from ωB97M-V with the def2-TZVPD basis set.

Geometry as XYZ:
```
26
Properties=species:S:1:pos:R:3:lowdin_charge:R:1
C 4.46 -0.23 2.22 -0.043
C 5.39 -0.91 -1.01 -0.750
C 4.44 2.58 -0.35 0.009
C 3.01 0.49 -0.38 -0.005
C -6.38 -1.10 0.91 -0.187
C -7.46 -0.17 -1.03 -0.158
N 5.01 -1.17 2.63 0.079
N 5.33 0.48 -0.27 0.172
N 4.33 1.15 -0.34 -0.280
N -7.56 -1.03 0.14 -0.193
O 5.22 -1.93 -0.44 0.068
O 5.68 -0.42 -2.08 0.083
H 3.76 2.85 -1.16 0.102
H 4.09 3.01 0.58 0.093
H 5.47 2.83 -0.57 0.098
H 2.64 0.36 -1.34 0.089
H 3.24 -0.48 0.04 0.061
H 2.40 0.93 0.40 0.093
H -6.52 -1.71 1.79 0.073
H -5.55 -1.58 0.35 0.082
H -6.01 -0.16 1.24 0.062
H -7.60 0.86 -0.72 0.067
H -6.54 -0.20 -1.67 0.083
H -8.27 -0.32 -1.73 0.065
H 5.34 -2.16 2.78 0.130
H -7.93 -1.97 0.01 0.106
```

The energy above the lowest of the compared OMol25 structures with the same formula, charge and spin is 134.4 kcal per mole. The HOMO energy is -8.65 eV. Its frontier orbital gap is 8.933 eV. Its calculated total energy is -606.3597 Eh. The net charge is 0. The multiplicity is 1.

***

No. 4
Here is C6H14N4S2 in the gas phase from OMol25. Energies are from ωB97M-V with the def2-TZVPD basis set.

Geometry as XYZ:
```
26
Properties=species:S:1:pos:R:3:lowdin_charge:R:1
H 0.67 0.82 -0.49 0.015
N 1.55 1.35 -0.79 0.072
C 2.57 1.19 -0.14 -0.782
N 3.69 2.02 -0.22 -0.001
S 2.67 -0.29 1.11 0.778
C 1.97 -1.80 0.24 -0.522
C 0.67 -1.67 -0.61 -0.286
C -0.47 -1.11 0.35 -0.316
C -1.74 -1.39 -0.41 -0.599
S -3.25 -0.64 0.05 0.931
C -2.81 1.06 0.28 -0.794
N -3.95 1.85 0.58 0.005
N -1.63 1.48 -0.05 0.062
H -1.65 2.48 0.19 0.064
H 3.57 2.99 -0.74 0.145
H 4.49 1.26 -0.34 0.123
H 1.58 -2.59 1.06 0.109
H 2.91 -2.39 -0.15 0.083
H 0.82 -1.01 -1.45 0.081
H 0.75 -2.75 -1.05 0.144
H -0.70 -1.59 1.48 0.164
H -0.20 -0.01 0.82 0.112
H -1.83 -2.44 -0.66 0.080
H -1.50 -0.99 -1.47 0.104
H -4.59 1.44 1.41 0.143
H -3.59 2.72 1.00 0.085
```

The SMILES is [H]/N=C(/N)SCCCCS/C(N)=N/[H]. The energy above the lowest of the compared OMol25 structures with the same formula, charge and spin is 91.3 kcal per mole. The HOMO energy is -8.64 eV. Its frontier orbital gap is 9.221 eV. Its calculated total energy is -1252.2861 Eh. The net charge is 0. The multiplicity is 1.

***

No. 5
Here is a gas-phase ion, C6H14N5 (charge +1) from OMol25. Energies are from ωB97M-V with the def2-TZVPD basis set.

Geometry as XYZ:
```
25
Properties=species:S:1:pos:R:3:lowdin_charge:R:1
H -0.52 -2.07 -0.80 0.068
N -1.37 -1.52 -0.93 0.210
C -1.49 -0.57 -0.09 -0.356
N -0.42 -0.16 0.73 0.205
N 0.85 -0.03 0.58 -0.106
N 1.53 0.15 1.81 0.188
C 1.49 0.20 -0.64 -0.414
C 2.14 -1.11 -1.04 -0.018
C 2.42 1.41 -0.55 -0.004
C -2.68 0.26 0.16 -0.335
C -2.87 0.87 1.30 0.098
N -3.74 -0.16 -0.71 0.096
H 0.95 0.11 2.65 0.138
H 2.56 0.03 1.83 0.149
H 0.70 0.40 -1.43 0.177
H 2.20 -1.79 -0.17 0.097
H 1.47 -1.57 -1.78 0.095
H 3.24 -0.90 -0.98 0.116
H 3.25 1.15 0.07 0.074
H 1.78 2.19 -0.13 0.105
H 2.75 1.45 -1.56 0.095
H -3.81 1.31 1.36 0.062
H -2.11 1.03 2.07 0.075
H -4.57 0.42 -0.75 0.101
H -3.75 -1.12 -0.99 0.084
```

The SMILES is [H]/N=C(\N=[N+](\N)C(C)C)C(=C)N. The energy above the lowest of the compared OMol25 structures with the same formula, charge and spin is 154.5 kcal per mole. The HOMO energy is -11.94 eV. Its frontier orbital gap is 6.348 eV. Its calculated total energy is -510.3719 Eh. The net charge is +1. The multiplicity is 1.

***

No. 6
Here is a molecular structure, C6H14NO from OMol25. Energies are from ωB97M-V with the def2-TZVPD basis set.

Geometry as XYZ:
```
22
Properties=species:S:1:pos:R:3:lowdin_charge:R:1
C 1.84 0.74 1.75 -0.176
N 1.34 0.71 0.36 -0.111
C -0.13 0.43 0.17 -0.309
C -0.28 -0.64 -0.80 -0.257
C 0.20 -2.05 -0.34 -0.318
C -0.12 -3.12 -1.25 -0.165
C -1.18 1.92 -0.41 -0.446
O -2.00 2.41 0.45 -0.319
H 1.51 1.61 2.40 0.077
H 1.65 -0.20 2.29 0.050
H 2.99 0.71 1.86 0.069
H 1.48 1.54 -0.09 0.029
H -0.52 0.18 1.22 0.134
H 0.39 -0.52 -1.80 0.156
H -1.31 -0.52 -0.98 0.068
H 1.32 -1.90 -0.01 0.140
H -0.25 -2.25 0.55 0.056
H 0.17 -4.20 -0.81 0.109
H 0.38 -3.03 -2.19 0.054
H -1.14 -3.22 -1.40 0.044
H -1.65 1.29 -1.30 0.074
H -0.41 2.62 -0.65 0.039
```

The energy above the lowest of the compared OMol25 structures with the same formula, charge and spin is 66.9 kcal per mole. The HOMO energy is -2.21 eV. Its frontier orbital gap is 6.001 eV. Its calculated total energy is -366.8950 Eh. The net charge is -1. The multiplicity is 1.